Entry 1:
This record from the Open Molecules 2025 dataset describes one molecule with the formula C14H20O4. The level of theory is ωB97M-V with the def2-TZVPD basis set.

```
38
Properties=species:S:1:pos:R:3:mulliken_charge:R:1
C 3.546 1.522 2.479 -1.49
C 2.247 0.786 2.617 1.37
C 1.083 1.424 2.621 -0.75
C -0.274 0.781 2.744 -0.97
C -0.525 -0.330 1.759 -1.01
C -0.396 -0.253 0.440 1.06
C 0.001 0.977 -0.315 -0.52
H 0.190 1.805 0.364 0.31
C -1.103 1.370 -1.303 -1.32
H -0.697 2.071 -2.034 0.44
H -1.906 1.874 -0.762 0.30
C -1.689 0.165 -2.054 0.54
C -1.844 0.467 -3.532 0.06
O -1.228 1.291 -4.149 -0.59
O -2.759 -0.327 -4.104 -0.42
H -2.800 -0.162 -5.059 0.35
C -0.774 -1.071 -1.915 0.31
C -1.339 -2.219 -2.724 -0.07
O -0.818 -2.692 -3.699 -0.60
O -2.500 -2.670 -2.240 -0.44
H -2.847 -3.376 -2.807 0.37
H 0.210 -0.837 -2.330 0.41
C -0.668 -1.453 -0.435 -1.18
H -1.599 -1.931 -0.123 0.46
H 0.135 -2.187 -0.315 0.36
H -2.672 -0.114 -1.663 0.55
H 0.928 0.779 -0.857 0.36
H -0.843 -1.273 2.186 0.45
H -0.391 0.380 3.755 0.36
H -1.039 1.553 2.615 0.32
H 1.084 2.504 2.548 0.33
C 2.379 -0.704 2.725 -1.46
H 3.277 -0.962 3.283 0.49
H 2.462 -1.144 1.731 0.24
H 1.519 -1.145 3.218 0.32
H 4.157 1.382 3.370 0.37
H 3.385 2.587 2.334 0.38
H 4.107 1.134 1.629 0.32
```

Calculated values
HOMO-LUMO gap	9.29	eV
LUMO level	0.61	eV
energy	-846.4428	hartree
HOMO energy	-8.7	eV

=====

Entry 2:
This record from the Open Molecules 2025 dataset describes C14H21AlF7ILuNO3 as an isolated structure. The level of theory is ωB97M-V with the def2-TZVPD basis set.

```
49
Properties=species:S:1:pos:R:3:mulliken_charge:R:1
N -1.173 -0.028 4.903 -0.44
C 0.116 -0.448 4.405 -1.26
C 0.561 0.334 3.195 0.61
C 1.666 -0.511 2.565 -0.93
C 1.035 -1.532 1.701 -0.55
Al 0.325 -0.678 -0.087 -0.95
C 0.288 -2.290 -1.351 -1.05
C 0.014 -1.945 -2.778 0.14
C -1.311 -1.176 -3.097 -1.10
C -1.081 0.301 -3.398 0.88
O -2.213 0.850 -3.984 -0.35
C -2.616 2.059 -3.404 0.23
O -2.826 3.030 -4.070 -0.40
C -1.574 0.002 0.207 -0.33
C -2.446 -1.018 0.798 -0.40
O -3.001 -1.916 0.244 -0.38
I -2.769 -0.752 2.959 0.46
C 1.589 0.700 -0.893 0.85
F 1.605 0.640 -2.267 -0.33
F 2.849 0.341 -0.515 -0.33
C 1.378 2.178 -0.492 0.68
F 0.489 2.247 0.513 -0.26
F 0.866 2.841 -1.538 -0.30
C 2.647 2.941 -0.044 0.59
F 3.573 2.914 -1.001 -0.23
F 3.122 2.416 1.095 -0.20
F 2.285 4.216 0.192 -0.24
H -1.147 0.946 5.176 0.28
H -1.418 -0.576 5.717 0.33
H 0.893 -0.381 5.178 0.44
H 0.067 -1.492 4.134 0.53
H -0.279 0.384 2.517 -0.67
H 0.930 1.315 3.450 0.54
H 2.451 0.069 2.100 0.25
H 2.141 -1.060 3.395 0.57
H 1.724 -2.311 1.398 0.59
H 0.149 -1.979 2.149 0.19
H 1.257 -2.773 -1.323 0.62
H -0.431 -3.012 -0.987 0.64
H 0.907 -1.421 -3.252 0.07
H -0.079 -2.965 -3.337 0.38
H -2.060 -1.371 -2.347 0.22
H -1.734 -1.586 -4.036 0.54
H -0.219 0.380 -4.083 0.05
H -0.757 0.837 -2.516 -0.43
H -2.766 2.061 -2.321 0.32
H -1.612 0.841 0.886 0.93
H -2.066 0.321 -0.703 0.56
Lu 0.652 -1.941 -5.053 0.62
```

Calculated values
HOMO-LUMO gap	1.97	eV
LUMO level	-11.17	eV
energy	-3300.3795	hartree
charge	+2
HOMO energy	-13.1	eV

=====

Entry 3:
This record from the Open Molecules 2025 dataset describes C14H21AsN2OPdS as an isolated structure. The level of theory is ωB97M-V with the def2-TZVPD basis set.

```
41
Properties=species:S:1:pos:R:3:mulliken_charge:R:1
Pd 0.027 0.005 -0.079 0.24
O -0.646 -1.558 -1.458 -0.73
N 0.404 -2.410 -1.336 0.56
C 0.149 -3.771 -1.225 -0.30
C 1.165 -4.665 -1.134 -0.67
C 2.512 -4.251 -1.195 -0.22
C 2.757 -2.864 -1.295 -0.77
C 1.738 -1.962 -1.324 0.59
S 2.039 -0.238 -1.282 -0.53
H -0.898 -4.030 -1.192 0.41
H 0.926 -5.710 -1.008 0.36
H 3.327 -4.946 -1.086 0.38
H 3.769 -2.482 -1.295 0.39
C -2.413 3.875 -1.535 -1.21
As -1.346 2.197 -1.177 0.59
C -1.740 1.292 -2.876 -1.12
C 0.365 3.005 -1.732 -0.95
H -2.206 4.264 -2.530 0.33
H -2.142 4.633 -0.800 0.34
H -3.481 3.682 -1.444 0.38
H -1.600 1.946 -3.739 0.36
H -2.761 0.909 -2.880 0.34
H -1.068 0.436 -2.944 0.31
H 0.266 3.502 -2.699 0.44
H 1.115 2.215 -1.803 0.12
H 0.701 3.735 -0.994 0.34
C 0.062 -2.234 2.109 -0.77
C -0.025 -0.886 2.761 0.26
C -0.041 -0.521 4.088 -0.83
C -0.118 0.890 4.115 -0.61
C -0.147 1.311 2.804 0.11
C -0.177 2.689 2.231 -0.87
N -0.095 0.230 1.985 -0.10
H 0.032 -3.028 2.855 0.32
H 1.002 -2.325 1.544 0.04
H -0.778 -2.375 1.414 0.15
H 0.006 -1.179 4.938 0.41
H -0.137 1.519 4.989 0.41
H -0.009 3.429 3.011 0.33
H -1.142 2.893 1.746 0.09
H 0.605 2.780 1.468 0.10
```

Calculated values
<S²>	0.75
HOMO-LUMO gap (spin up / spin down)	6.36 / 6.33	eV
LUMO level (spin up / spin down)	2.96 / 2.94	eV
energy	-3492.6311	hartree
multiplicity	2
charge	-1
HOMO energy (spin up / spin down)	-3.4 / -3.4	eV

=====

Entry 4:
This record from the Open Molecules 2025 dataset describes a 2-piece molecular cluster, C14H21BF10NO4S2 overall. The level of theory is ωB97M-V with the def2-TZVPD basis set.

```
53
Properties=species:S:1:pos:R:3:mulliken_charge:R:1
C -2.563 -2.946 0.418 -1.04
C -1.929 -1.496 0.762 -0.11
B -0.322 -1.667 0.824 0.33
O 0.191 -2.526 1.887 -0.59
C 0.770 -0.997 -0.180 0.08
S 0.724 -2.100 -1.689 -0.31
N 2.206 -1.107 0.283 -0.29
C 2.664 0.163 0.888 0.00
O 3.760 0.397 1.445 -0.62
C 1.505 1.296 0.704 1.14
F 2.050 2.599 0.434 -0.46
C 0.888 1.345 2.175 -0.37
C -0.556 2.003 2.278 -0.22
O -1.630 1.342 2.192 -0.45
C 0.715 0.585 -0.479 -0.03
C -0.612 1.235 -1.086 -0.45
C -0.200 2.425 -2.090 -1.07
C -0.975 2.378 -3.500 0.59
F -1.165 3.680 -4.068 -0.33
F -2.319 1.982 -3.140 -0.32
C -0.481 1.279 -4.525 0.68
F -1.476 1.197 -5.554 -0.27
F -0.477 -0.022 -3.943 -0.13
S 1.152 1.512 -5.366 1.18
F 0.434 2.264 -6.668 -0.31
F 0.918 0.021 -6.130 -0.33
F 1.945 0.685 -4.148 -0.27
F 1.531 2.928 -4.604 -0.30
F 2.599 1.617 -6.178 -0.30
H -2.080 -3.708 1.134 0.24
H -2.301 -3.242 -0.650 0.21
H -3.682 -2.964 0.636 0.34
H -2.278 -1.255 1.835 0.28
H -2.298 -0.658 0.086 0.19
H 0.738 -3.238 1.475 0.26
H -0.604 -2.080 -2.149 0.10
H 2.448 -1.959 0.800 0.26
H 0.864 0.292 2.652 0.08
H 1.576 1.964 2.862 0.45
H -0.619 3.148 2.419 0.27
H 1.482 0.656 -1.344 0.23
H -1.317 1.683 -0.293 0.39
H -1.207 0.393 -1.575 0.40
H -0.562 3.398 -1.590 0.34
H 0.927 2.534 -2.192 0.47
C -0.521 -2.400 5.372 -0.70
C 0.448 -1.317 5.893 -0.60
O 0.577 -0.387 4.942 -0.73
H -0.141 -2.882 4.465 -0.03
H -0.652 -3.185 6.132 0.46
H -1.512 -1.987 5.155 0.18
H 1.358 -1.872 6.206 0.22
H 0.031 -1.005 6.874 0.23
```

Calculated values
HOMO-LUMO gap	2.94	eV
LUMO level	0.30	eV
energy	-2721.5204	hartree
charge	-1
HOMO energy	-2.6	eV

=====

- energy of number 4 (C14H21BF10NO4S2)?
  -2721.5204 hartree

=====

- Look up the energy of the fourth one.
  -2721.5204 hartree

=====

- The highest energy belongs to which entry?
  C14H20O4

=====

- Which value of energy does entry 4 give?
  -2721.5204 hartree